# 1
The following is a quantum chemistry calculation of a 2-piece molecular cluster, C4H11N2O overall in a non-equilibrium geometry, from OMol25.

The geometry in XYZ format:
```
18
Properties=species:S:1:pos:R:3:forces:R:3:nbo_charge:R:1
C -1.134980 1.921409 -1.614414 -1.81 -0.38 1.67 0.17
C 0.307933 -0.390911 0.129092 0.33 -0.75 0.32 0.72
C 0.765130 -1.846600 -0.113557 0.93 0.62 2.29 -0.71
C 0.711511 -0.550536 2.530827 -0.32 -1.94 2.49 -0.44
N -1.199126 1.400891 -2.775806 1.11 2.54 0.85 -0.61
N 0.302086 0.149877 1.360215 0.68 -1.38 -0.36 -0.58
O -0.168397 0.204323 -0.827645 0.02 0.81 -1.13 -0.69
H -1.806750 1.570958 -0.824366 0.04 0.46 -0.66 0.23
H -0.196961 -2.372094 -0.208780 0.65 -0.39 0.33 0.26
H 1.447200 -2.124940 0.752729 -1.53 -0.36 -0.99 0.23
H 1.423148 -2.069637 -0.946523 -0.44 0.78 -0.62 0.26
H 1.432696 -1.427109 2.422834 -1.35 1.36 -0.10 0.23
H 1.176736 0.116310 3.204245 1.11 1.04 0.41 0.22
H -0.164588 -0.818763 3.216858 0.77 -0.39 -1.39 0.21
H -0.517984 1.716044 -3.385678 1.37 0.81 -1.87 0.41
H -0.105354 1.034747 1.602007 -0.21 0.31 -0.86 0.41
H -1.647123 0.616438 -3.081931 -1.78 -2.59 -0.17 0.43
H -0.625178 2.869592 -1.440105 0.43 -0.57 -0.21 0.23
```
Positions in Å, forces in eV/Å.

net charge	+1
HOMO level	-13.7	eV
lowest unoccupied orbital energy	-3.77	eV


# 2
The following is a quantum chemistry calculation of a 2-piece molecular cluster, C4H11N2O overall in a non-equilibrium geometry, from OMol25.

The geometry in XYZ format:
```
18
Properties=species:S:1:pos:R:3:forces:R:3:nbo_charge:R:1
C -0.554018 -2.063663 -0.733382 -2.11 0.97 0.22 -0.12
C 0.578711 -1.297836 -0.307487 -0.34 -0.18 1.35 0.69
C 1.030227 -0.623740 1.963895 0.19 -0.73 1.60 -0.43
C -0.498414 2.207311 -0.637793 0.05 2.44 -3.17 -0.42
N 1.355626 -0.782550 0.555877 2.19 1.53 0.05 -0.50
N -1.083480 0.926115 -1.033604 -0.49 0.11 0.64 -0.88
O 0.604516 -1.658392 -1.505960 1.99 -0.45 -2.45 -0.34
H -0.740692 -3.104427 -0.459871 0.46 0.22 -0.36 0.25
H -1.352109 -1.400060 -1.125987 0.03 -1.00 0.92 0.26
H 0.343515 -1.426238 2.333793 0.27 0.91 -0.62 0.24
H 1.968285 -0.775828 2.599751 -1.19 0.56 -1.09 0.25
H 0.617313 0.388104 2.030743 0.03 -0.34 0.73 0.23
H -1.304019 2.994255 -0.752685 1.16 -0.37 0.08 0.20
H -0.217577 2.248054 0.356815 0.58 -0.35 2.13 0.18
H 0.423820 2.558332 -1.247355 -1.60 -0.87 0.75 0.20
H 2.207682 -0.176759 0.323959 -1.55 -1.59 -0.43 0.46
H -1.485830 1.054024 -1.968681 0.17 -0.17 0.37 0.38
H -1.893554 0.933298 -0.392027 0.17 -0.69 -0.71 0.36
```
Positions in Å, forces in eV/Å.

net charge	+1
HOMO level	-13.7	eV
lowest unoccupied orbital energy	-3.28	eV


# 3
The following is a quantum chemistry calculation of a 2-piece molecular cluster, C4H11N2O overall, from OMol25.

The geometry in XYZ format:
```
18
Properties=species:S:1:pos:R:3:forces:R:3:nbo_charge:R:1
O 0.685550 0.137101 -1.680968 0.01 -0.06 0.06 -0.57
C -0.161204 -0.711874 -1.508315 0.09 0.17 0.08 0.48
C 0.135785 -2.105895 -1.030137 -0.12 0.03 -0.11 -0.34
N -0.368498 -2.180042 0.347071 0.13 0.14 -0.12 -0.85
H -1.224576 -0.447464 -1.615951 -0.16 -0.06 0.00 0.12
H -0.358334 -2.814539 -1.691748 0.00 -0.16 -0.06 0.22
H 1.208346 -2.260592 -1.081379 0.13 -0.08 0.00 0.22
H -1.138242 -2.827303 0.427483 -0.05 -0.02 0.05 0.38
H 0.366052 -2.494817 0.963507 -0.04 -0.05 0.08 0.38
C -0.580304 1.458680 1.611319 0.09 0.27 -0.13 -0.43
C 0.633481 2.170817 -0.375224 0.11 0.11 -0.44 0.16
N 0.628304 1.706493 0.805858 -0.18 -0.20 0.12 -0.41
H -0.669088 2.236008 2.367419 0.04 -0.03 0.03 0.24
H -0.496696 0.488136 2.074698 0.03 -0.25 0.08 0.25
H -1.448520 1.475180 0.959697 0.01 0.03 -0.03 0.23
H -0.292044 2.456206 -0.858571 -0.03 0.04 0.13 0.23
H 1.566190 2.320866 -0.904835 -0.03 -0.05 0.12 0.25
H 1.513800 1.393035 1.190073 0.00 0.16 0.13 0.44
```
Positions in Å, forces in eV/Å.

net charge	+1
HOMO level	-13.3	eV
lowest unoccupied orbital energy	-4.26	eV


# 4
The following is a quantum chemistry calculation of a 2-piece molecular cluster, C4H11N2O2 overall, from OMol25.

The geometry in XYZ format:
```
19
Properties=species:S:1:pos:R:3:forces:R:3:nbo_charge:R:1
C -2.890356 -1.788884 0.202647 -0.02 -0.04 0.15 -0.42
N -1.607006 -1.955566 0.872664 0.07 0.00 -0.03 -0.67
C -0.521043 -1.335313 0.074913 0.02 0.14 -0.04 0.12
O -0.680630 -0.007887 -0.154793 -0.03 -0.06 0.06 -0.92
H -3.104876 -0.747246 -0.052745 0.00 0.04 -0.09 0.19
H -3.697565 -2.171401 0.834614 0.02 -0.02 0.00 0.17
H -2.881401 -2.380792 -0.715009 -0.03 0.02 -0.07 0.17
H -1.635971 -1.411470 1.729434 -0.04 0.01 0.05 0.33
H -0.482940 -1.935781 -0.861120 0.01 -0.04 0.04 0.09
H 0.408247 -1.563689 0.637734 0.02 -0.06 -0.04 0.10
C 1.621235 2.083782 -1.502371 0.01 0.03 -0.06 0.51
N 1.450682 1.334557 -0.424318 0.06 0.13 0.17 -0.64
C 2.353094 1.545027 0.683926 -0.09 -0.01 -0.05 -0.42
O 2.518103 2.914209 -1.688574 0.07 0.02 -0.03 -0.72
H 0.854553 1.905641 -2.272343 -0.08 -0.06 -0.04 0.10
H 0.517790 0.715187 -0.292988 -0.06 -0.05 -0.10 0.47
H 2.443204 2.608569 0.926186 -0.02 -0.02 0.04 0.19
H 3.359284 1.189440 0.452633 0.10 -0.04 0.01 0.18
H 1.975596 1.001619 1.549511 0.00 0.00 0.01 0.19
```
Positions in Å, forces in eV/Å.

net charge	-1
HOMO level	-4.0	eV
lowest unoccupied orbital energy	4.02	eV


# 5
The following is a quantum chemistry calculation of a 2-piece molecular cluster, C4H11N2O2 overall in a non-equilibrium geometry, from OMol25.

The geometry in XYZ format:
```
19
Properties=species:S:1:pos:R:3:forces:R:3:mulliken_spin:R:1
O 0.341995 4.004034 0.687230 -2.32 3.28 -3.46 0.26
C 0.708072 3.076403 1.385819 2.44 -3.36 2.68 0.62
C 0.410148 1.592407 1.053042 0.26 1.38 1.56 -0.04
N -0.266822 1.588202 -0.268239 -0.12 0.13 -0.16 0.07
H 1.286999 3.291781 2.298859 -0.04 -0.65 0.08 0.03
H 1.315989 0.988318 1.049874 -0.04 -0.33 -0.24 0.05
H -0.264551 1.220871 1.858224 -0.13 -0.45 -0.93 0.05
H -0.609925 0.644823 -0.536617 0.21 0.46 0.14 0.00
H -1.062506 2.222800 -0.148644 0.11 0.13 -0.17 -0.01
H 0.333066 2.058719 -0.972579 -0.29 -0.30 0.57 -0.04
C -1.059903 -1.970045 0.329287 0.25 0.57 -0.87 0.01
N -0.406661 -2.814575 -0.490010 0.10 0.42 -0.27 0.00
C 0.347923 -2.341137 -1.663270 0.52 -0.84 0.67 0.00
O -1.363919 -0.829268 -0.011736 -0.12 -0.67 0.55 -0.01
H -1.262393 -2.391371 1.322279 -0.31 0.09 -0.05 0.00
H -0.096342 -3.663295 -0.071018 0.15 -0.51 0.13 0.00
H -0.101247 -1.461957 -2.070962 -0.39 0.45 -0.14 0.00
H 0.383910 -3.117229 -2.441585 0.00 0.25 0.38 0.00
H 1.366158 -2.099486 -1.309953 -0.28 -0.06 -0.47 0.00
```
Positions in Å, forces in eV/Å.

multiplicity	2
HOMO level (spin up / spin down)	-3.1 / -7.2	eV
expectation value of S²	0.75
lowest unoccupied orbital energy (spin up / spin down)	0.19 / 0.15	eV


# 6
The following is a quantum chemistry calculation of C4H11N2O2 as an isolated structure in a non-equilibrium geometry, from OMol25.

The geometry in XYZ format:
```
19
Properties=species:S:1:pos:R:3:forces:R:3:nbo_charge:R:1
C -0.690202 -0.005526 0.159593 -0.05 -0.23 -1.13 0.13
C -0.535239 1.442135 1.510681 -0.22 2.95 -0.70 0.42
C 1.198375 1.543951 -0.642407 -1.94 2.44 1.80 -0.41
C 0.021693 -3.024270 -1.218983 -1.07 -1.11 1.70 -0.04
N -1.555621 0.460987 1.237664 5.78 -1.99 -0.64 -0.62
N 0.467646 0.841012 0.516513 1.49 -0.93 0.29 -0.44
O -0.029216 1.529763 2.719906 0.47 1.21 1.27 -0.65
O -0.032942 -2.577827 -2.451692 1.18 1.36 -0.35 -0.66
H -0.901332 0.280024 -0.886972 -0.60 -0.87 0.43 0.18
H -0.640367 2.491717 1.192456 -0.77 -0.37 -0.15 0.20
H 0.484627 2.243042 -1.163102 0.64 -0.96 0.49 0.24
H 2.019534 2.149520 -0.252506 -0.20 -0.14 0.24 0.24
H 1.593736 0.823701 -1.270515 0.46 -1.61 -1.28 0.24
H 0.971459 -2.976639 -0.767059 1.00 0.35 0.52 0.15
H -0.651023 -3.817466 -0.829638 0.26 0.71 -0.63 0.16
H -2.407534 0.544071 0.848731 -4.03 1.48 -0.67 0.41
H 1.211324 0.403268 1.109032 -0.77 -0.01 -0.71 0.44
H 0.071445 0.720349 3.190829 -0.20 -1.35 0.60 0.50
H -0.596364 -3.071814 -3.002531 -1.41 -0.93 -1.06 0.50
```
Positions in Å, forces in eV/Å.

net charge	+1
HOMO level (spin up / spin down)	-13.0 / -10.6	eV
lowest unoccupied orbital energy (spin up / spin down)	-2.86 / -4.53	eV


# 7
The following is a quantum chemistry calculation of a 2-piece molecular cluster, C4H11N2O2 overall in a non-equilibrium geometry, from OMol25.

The geometry in XYZ format:
```
19
Properties=species:S:1:pos:R:3:forces:R:3:nbo_charge:R:1
C 0.215399 -2.912869 -1.199243 0.66 0.28 -2.17 -0.42
C 0.387466 -0.521548 -1.196072 2.98 -1.73 0.47 0.62
C -0.047552 1.417205 1.109760 2.62 -1.06 2.79 0.72
C -0.239249 2.726829 0.449192 1.23 -1.44 -1.53 -0.70
N 0.990596 -1.692577 -0.954342 0.27 0.60 -1.05 -0.56
N 0.257005 1.623761 2.457810 -0.54 0.62 -0.58 -0.80
O -0.763554 -0.348909 -1.672565 -2.68 -0.27 -1.42 -0.60
O 0.140224 0.267542 0.627187 -1.31 1.81 1.62 -0.66
H 0.162613 -3.437817 -0.311204 -0.57 -1.27 1.65 0.23
H -0.760335 -2.706952 -1.652983 0.04 0.03 0.77 0.18
H 0.988101 0.327190 -1.243938 1.03 1.02 -0.28 0.20
H -0.349104 3.414907 1.228432 -0.40 1.45 0.52 0.23
H -1.065498 2.666158 -0.215187 -0.73 0.36 -0.65 0.25
H 0.703604 2.904770 -0.121767 -0.77 0.15 0.26 0.25
H 2.054187 -1.743487 -0.795679 -2.60 0.31 -0.31 0.45
H 0.369713 2.589696 2.871671 -0.49 -1.91 -0.84 0.42
H 0.354065 0.837541 3.090501 0.17 0.14 -0.31 0.42
H -1.296872 -1.139965 -1.915815 0.55 0.59 0.51 0.52
H 0.624941 -3.548527 -2.003262 0.53 0.31 0.54 0.24
```
Positions in Å, forces in eV/Å.

net charge	+1
HOMO level	-14.1	eV
lowest unoccupied orbital energy	-2.70	eV


# 8
The following is a quantum chemistry calculation of an isolated ion of composition C4H11N2O2 and charge +2 in a non-equilibrium geometry, from OMol25.

The geometry in XYZ format:
```
19
Properties=species:S:1:pos:R:3:forces:R:3:mulliken_spin:R:1
O 1.388666 -1.279753 -0.076016 -0.11 0.33 0.82 0.75
C 1.095255 -0.548143 0.968472 -0.79 -1.48 2.48 -0.05
O 0.605648 -1.199754 2.205946 1.57 2.69 -1.37 0.00
C -0.066216 0.443537 0.619144 1.36 0.27 -0.50 0.08
C 0.218673 1.058829 -0.743716 -3.78 -1.58 -0.08 0.00
C -0.776075 0.323101 -1.771865 0.60 0.06 0.90 0.02
N -0.588892 -1.144846 -1.848369 1.33 2.88 -1.07 0.89
N -0.328955 1.214946 1.797303 -0.26 -2.27 0.37 -0.85
H 1.880092 0.070056 1.380326 1.26 0.34 -0.32 0.07
H -0.848469 -0.248417 0.511110 -2.03 -0.49 0.11 -0.01
H -0.056258 2.065227 -0.767082 -0.22 1.74 -0.21 0.01
H 1.201389 0.883411 -0.931274 2.82 -0.12 -1.07 0.00
H -1.775066 0.570103 -1.400511 -0.33 -0.32 0.08 0.07
H -0.764173 0.776030 -2.754311 0.25 -0.24 -0.44 0.02
H -0.384470 -1.406293 -2.824416 -0.58 -0.86 0.30 -0.02
H 0.047892 -1.543279 -1.139018 -0.47 -0.66 -0.17 0.01
H -1.250382 1.189143 2.219777 -1.16 1.18 -0.56 0.01
H 0.201508 0.788972 2.546990 1.38 0.68 1.01 0.01
H 0.199833 -2.012872 2.007509 -0.84 -2.12 -0.27 0.00
```
Positions in Å, forces in eV/Å.

net charge	+2
multiplicity	2
HOMO level (spin up / spin down)	-20.0 / -20.2	eV
expectation value of S²	1.75
lowest unoccupied orbital energy (spin up / spin down)	-13.38 / -12.74	eV


Repeat the sixth record exactly.
The following is a quantum chemistry calculation of C4H11N2O2 as an isolated structure in a non-equilibrium geometry, from OMol25.

The geometry in XYZ format:
```
19
Properties=species:S:1:pos:R:3:forces:R:3:nbo_charge:R:1
C -0.690202 -0.005526 0.159593 -0.05 -0.23 -1.13 0.13
C -0.535239 1.442135 1.510681 -0.22 2.95 -0.70 0.42
C 1.198375 1.543951 -0.642407 -1.94 2.44 1.80 -0.41
C 0.021693 -3.024270 -1.218983 -1.07 -1.11 1.70 -0.04
N -1.555621 0.460987 1.237664 5.78 -1.99 -0.64 -0.62
N 0.467646 0.841012 0.516513 1.49 -0.93 0.29 -0.44
O -0.029216 1.529763 2.719906 0.47 1.21 1.27 -0.65
O -0.032942 -2.577827 -2.451692 1.18 1.36 -0.35 -0.66
H -0.901332 0.280024 -0.886972 -0.60 -0.87 0.43 0.18
H -0.640367 2.491717 1.192456 -0.77 -0.37 -0.15 0.20
H 0.484627 2.243042 -1.163102 0.64 -0.96 0.49 0.24
H 2.019534 2.149520 -0.252506 -0.20 -0.14 0.24 0.24
H 1.593736 0.823701 -1.270515 0.46 -1.61 -1.28 0.24
H 0.971459 -2.976639 -0.767059 1.00 0.35 0.52 0.15
H -0.651023 -3.817466 -0.829638 0.26 0.71 -0.63 0.16
H -2.407534 0.544071 0.848731 -4.03 1.48 -0.67 0.41
H 1.211324 0.403268 1.109032 -0.77 -0.01 -0.71 0.44
H 0.071445 0.720349 3.190829 -0.20 -1.35 0.60 0.50
H -0.596364 -3.071814 -3.002531 -1.41 -0.93 -1.06 0.50
```
Positions in Å, forces in eV/Å.

net charge	+1
HOMO level (spin up / spin down)	-13.0 / -10.6	eV
lowest unoccupied orbital energy (spin up / spin down)	-2.86 / -4.53	eV